Record 1
A structure of composition C22H16BrF9MoN2O3PS4. Source: the Open Molecules 2025 dataset; level of theory: ωB97M-V with the def2-TZVPD basis set.

XYZ file:
```
59
Properties=species:S:1:pos:R:3:forces:R:3
Mo 0.734545 0.955408 0.599646 -0.075 -0.186 -0.003
C -3.823859 -0.625402 2.228559 -0.028 0.032 -0.019
C -3.438889 0.573357 3.058311 0.020 0.018 0.002
O -3.335522 1.772019 2.237968 -0.025 -0.032 -0.030
P -2.017204 2.255835 1.522566 0.105 -0.003 -0.096
S -1.577141 1.367915 -0.225763 -0.058 -0.029 0.021
S -0.408270 2.065106 2.670887 0.002 0.047 -0.078
O -2.376939 3.744849 1.154124 0.012 -0.055 0.163
C -2.653902 4.699654 2.217281 -0.031 0.023 -0.055
C -2.480814 6.081533 1.642021 -0.003 -0.008 0.005
H -3.959703 -1.488281 2.882734 0.006 0.008 0.002
H -3.044654 -0.867654 1.508304 0.019 -0.002 -0.017
H -4.756442 -0.441876 1.695015 -0.002 -0.009 0.005
H -2.487996 0.421680 3.570969 0.003 0.007 -0.004
H -4.201706 0.822691 3.792667 0.005 -0.014 0.012
H -1.958743 4.523349 3.040839 0.015 -0.014 -0.008
H -3.670718 4.520277 2.565091 -0.009 0.006 0.003
H -1.454117 6.230641 1.310350 0.000 0.006 0.001
H -2.713678 6.825007 2.404524 0.005 0.009 -0.001
H -3.148661 6.231015 0.794726 -0.005 0.002 0.001
S 2.238695 -0.746388 0.157419 -0.035 0.007 0.020
C 3.166961 -0.179075 -1.206911 -0.005 0.014 -0.012
C 4.429822 -0.696977 -1.490016 -0.014 -0.002 0.023
C 5.108294 -0.270896 -2.615416 0.107 -0.042 -0.036
C 6.419634 -0.795234 -2.891313 -0.082 0.037 0.023
N 7.464578 -1.226196 -3.093269 0.008 -0.006 -0.002
C 4.516713 0.668413 -3.482067 0.040 0.038 -0.095
C 3.257837 1.168778 -3.208480 -0.012 0.000 0.008
C 2.581147 0.749469 -2.063938 0.021 -0.016 0.016
S 0.984256 1.345229 -1.693054 -0.025 0.037 0.076
C 5.211877 1.117287 -4.659375 -0.032 -0.017 0.087
N 5.750014 1.490317 -5.602590 0.000 -0.001 -0.013
H 4.886643 -1.419165 -0.826693 -0.005 -0.001 0.002
H 2.808944 1.890685 -3.877212 -0.005 0.001 0.002
Br -1.920851 -4.785658 3.202922 -0.005 -0.003 0.002
C -1.147710 -3.214997 2.482361 0.001 -0.005 0.000
C -0.510799 -2.320582 3.321430 0.008 0.016 -0.007
C 0.028984 -1.153488 2.789598 0.007 -0.020 0.017
C -0.063014 -0.868256 1.429797 -0.018 0.001 -0.014
C -0.677158 -1.815617 0.603985 -0.029 0.025 0.026
C -1.227128 -2.978200 1.119135 0.009 0.007 -0.002
H -0.432098 -2.525685 4.380479 0.001 0.000 0.000
H 0.529567 -0.471910 3.464503 -0.007 0.008 0.011
H -0.737407 -1.648656 -0.464621 0.002 0.000 -0.010
H -1.711207 -3.692819 0.467654 0.000 0.000 -0.002
F 2.787781 0.849516 3.353243 0.001 -0.032 -0.015
C 3.134668 2.140403 3.339257 -0.009 0.034 -0.018
F 4.326994 2.260383 3.919476 0.012 -0.008 -0.005
F 2.244680 2.801547 4.084539 -0.015 -0.001 0.015
C 3.140595 2.673004 1.870004 -0.020 -0.022 0.052
O 2.105113 2.161164 1.155320 0.145 0.107 -0.066
C 2.997237 4.226927 1.872160 0.023 0.027 0.028
F 1.736259 4.576150 2.118966 0.012 0.003 -0.008
F 3.332579 4.725366 0.680393 -0.008 0.006 0.014
F 3.778047 4.790142 2.798914 -0.010 -0.014 -0.025
C 4.487433 2.275003 1.183398 -0.028 0.018 -0.022
F 4.389807 2.409843 -0.137786 -0.005 0.000 -0.005
F 4.778600 0.994206 1.441413 -0.004 0.009 0.020
F 5.501387 3.030117 1.604640 0.021 -0.009 0.008
```
Forces are in eV/Å.

The orbital gap (alpha / beta) comes out at 6.94 / 7.23 eV. Its charge is 0. As for the spin multiplicity: 2. The calculation puts the total energy at -6658.47460 hartree.



Record 2
A structure of composition C22H16ClCoF3NO8. Source: the Open Molecules 2025 dataset; level of theory: ωB97M-V with the def2-TZVPD basis set.

XYZ file:
```
52
Properties=species:S:1:pos:R:3:forces:R:3
Co 0.322609 -0.693109 0.600070 -0.094 0.143 0.487
O -2.725498 -3.085429 2.079534 0.005 0.010 -0.001
C -1.972180 -2.172737 1.454866 -0.079 -0.071 0.031
O -1.176732 -1.480885 2.036495 0.139 0.098 -0.094
C -2.232916 -2.073700 -0.012987 -0.004 0.014 0.012
C -3.042331 -2.960605 -0.703658 0.010 -0.014 -0.003
C -3.194831 -2.760788 -2.065032 -0.012 -0.009 -0.012
C -2.577895 -1.672337 -2.659182 0.040 0.036 0.018
C -1.812532 -0.821022 -1.868934 0.101 -0.072 0.012
N -1.615989 -1.041908 -0.574798 -0.052 0.008 -0.104
C -1.323188 0.487312 -2.453652 -0.321 -0.060 -0.142
O -0.801698 0.425820 -3.694516 0.107 0.026 0.025
O -1.601705 1.528284 -1.941590 0.105 0.071 0.084
H -2.437863 -3.084259 3.005297 0.002 -0.003 0.010
H -3.514454 -3.784598 -0.190188 0.006 0.006 0.017
H -3.798803 -3.438417 -2.654195 0.003 0.005 -0.004
H -2.691278 -1.459103 -3.713409 -0.025 -0.022 0.002
H -0.263524 -0.375647 -3.800668 0.016 -0.008 0.000
O 0.948954 2.839381 2.210345 -0.024 -0.047 -0.009
Cl 0.354088 1.545845 2.331307 0.146 0.032 0.053
O -0.467565 1.472328 3.500893 -0.021 -0.008 -0.015
O 1.372399 0.503896 2.353014 -0.028 0.036 0.091
O -0.466062 1.262172 1.136507 0.050 -0.141 -0.220
F 0.332040 -3.451979 0.076424 0.026 -0.003 0.028
C 1.088873 -2.461964 0.743291 0.048 -0.124 -0.129
F 1.092572 -2.927254 2.044367 -0.008 0.021 -0.035
F 2.363443 -2.709227 0.323606 -0.069 -0.025 0.025
C 2.880633 -1.006827 -6.025132 0.001 0.007 0.012
C 2.244395 -2.131721 -5.523151 -0.010 -0.012 0.005
C 1.773564 -2.139320 -4.218175 -0.005 0.012 0.012
C 1.925059 -1.034397 -3.366595 0.070 -0.028 -0.034
C 2.560331 0.098120 -3.899553 -0.015 0.007 0.027
C 3.029857 0.103678 -5.202425 0.009 0.001 -0.019
C 1.329684 -1.134065 -2.019536 -0.044 0.041 0.010
C 1.418555 -0.337933 -0.936612 0.003 -0.008 -0.154
C 2.352679 0.804439 -0.886715 -0.079 0.078 0.025
C 3.726805 0.581190 -0.779992 -0.010 -0.013 0.012
C 4.612668 1.645543 -0.732251 -0.003 -0.001 -0.004
C 4.141316 2.951339 -0.790881 0.007 0.013 -0.005
C 2.775048 3.181440 -0.876276 0.008 -0.017 0.002
C 1.884862 2.118612 -0.911619 0.010 0.004 0.000
H 3.249616 -0.990761 -7.043048 0.001 0.001 0.000
H 2.113416 -3.009086 -6.145651 0.004 0.003 -0.003
H 1.283770 -3.025906 -3.828510 0.001 0.003 -0.001
H 2.676533 0.985017 -3.294115 -0.009 -0.006 -0.001
H 3.513378 0.995540 -5.582833 0.000 -0.002 -0.002
H 0.720416 -2.032874 -1.919810 -0.017 0.011 -0.006
H 4.085794 -0.440248 -0.735846 0.006 0.001 0.000
H 5.676439 1.456336 -0.646810 -0.001 -0.001 -0.001
H 4.833576 3.783706 -0.750609 0.000 -0.001 0.002
H 2.394981 4.195490 -0.893140 0.000 0.001 -0.002
H 0.817774 2.299411 -0.950872 0.009 0.009 0.001
```
Forces are in eV/Å.

The orbital gap (alpha / beta) comes out at 6.80 / 6.74 eV. Its charge is -1. As for the spin multiplicity: 2. The calculation puts the total energy at -3647.02925 hartree.



For reference, energy above the lowest of the compared OMol25 structures with the same formula, charge and spin by record: 0.00; 5.37 kJ/mol.